{
  "formula": "C4H26N2O11",
  "method": "ωB97M-V with the def2-TZVPD basis set",
  "orbital_gap_ha": 0.3617,
  "fmax_ha_per_bohr": 0.097,
  "homo_ev": -9.62,
  "e_above_lowest_kcal_mol": 53.48,
  "species": ["C", "N", "C", "C", "C", "N", "O", "O", "H", "H", "H", "H", "H", "H", "H", "H", "H", "H", "O", "H", "H", "O", "H", "H", "O", "H", "H", "O", "H", "H", "O", "H", "H", "O", "H", "H", "O", "H", "H", "O", "H", "H", "O"],
  "positions_angstrom": [[0.68, -1.34, -0.36], [-0.41, -1.74, 0.32], [-0.11, -2.55, 1.50], [-1.80, -1.83, -0.14], [-2.40, -0.50, 0.32], [-1.88, 0.57, -0.37], [-3.42, -0.47, 0.98], [0.45, -0.82, -1.46], [1.67, -1.29, 0.03], [-0.47, -3.58, 1.47], [-0.54, -2.27, 2.44], [1.00, -2.61, 1.64], [-1.78, -1.98, -1.26], [-2.16, -2.80, 0.29], [-0.94, 0.48, -0.69], [-2.26, 1.51, -0.32], [3.32, -0.69, -3.05], [3.00, -1.95, -2.50], [3.71, -1.28, -2.36], [-1.51, -1.20, -3.58], [-2.60, -1.31, -4.70], [-2.07, -1.80, -4.08], [1.21, 3.28, -0.76], [0.25, 2.12, -0.32], [1.04, 2.61, -0.09], [-0.47, 3.72, -4.27], [0.70, 3.58, -3.22], [-0.18, 3.93, -3.38], [2.77, -4.10, -0.05], [3.62, -3.02, -0.73], [2.76, -3.18, -0.34], [-2.68, -0.36, 3.84], [-2.81, 0.78, 4.87], [-2.26, 0.47, 4.13], [-0.45, 0.89, 4.72], [0.43, 1.78, 3.97], [0.47, 1.22, 4.73], [-0.73, 3.25, 2.66], [-0.44, 4.77, 2.82], [-0.36, 3.91, 3.26], [3.28, 1.18, -2.23], [2.02, 1.20, -1.42], [2.34, 1.42, -2.32]],
  "lowdin_charge": [-0.290, -0.131, -0.053, -0.041, -0.502, 0.180, 0.063, -0.039, 0.118, 0.085, 0.078, 0.102, 0.139, 0.138, 0.047, 0.119, 0.044, 0.043, -0.084, 0.014, 0.031, -0.056, 0.045, 0.007, -0.041, 0.030, 0.011, -0.052, 0.053, 0.039, -0.044, 0.050, 0.065, -0.059, -0.012, -0.011, -0.068, 0.027, 0.043, -0.055, 0.039, 0.012, -0.083]
}